[1]
Formula: C3H5N2O4
Source: the OMol25 dataset
Level of theory: wB97M-V/def2-TZVPD

CARTESIAN COORDINATES (ANGSTROEM)
O1 2.2262 0.9494 -0.5720
O2 -0.5738 -0.8899 -0.0591
O3 3.3733 0.3461 1.2402
O4 -1.5241 -0.7035 1.9393
N1 2.7024 0.0230 0.1932
N2 2.5621 -2.1649 -0.7732
C1 2.2603 -1.1897 -0.0853
C2 -0.9138 -0.1991 1.0271
C3 -0.3666 1.1774 0.8216
H1 -0.9182 1.6771 0.0085
H2 0.6434 1.1857 0.3598
H3 -0.6468 -1.7903 0.0674
H4 3.4754 -2.2289 -1.3896
H5 -0.3604 1.6562 1.7724

Properties
charge = -1
ΔE to the lowest compared entry with this formula, charge and spin = 5.0469 eV
gap between HOMO and LUMO (spin up / spin down) = 6.93 / 6.93 eV
M = 133.08 g mol⁻¹
E_LUMO (spin up / spin down) = 3.70 / 3.70 eV
E_tot = -527.6766 a.u.


[2]
Formula: C4H11NO2
Source: the OMol25 dataset
Level of theory: wB97M-V/def2-TZVPD

CARTESIAN COORDINATES (ANGSTROEM)
O1 2.7831 1.1252 0.6252
O2 -1.2959 -1.8051 0.4460
N1 0.5834 0.2836 1.1510
C1 0.1884 -0.0231 -0.2322
C2 1.5066 1.3824 1.2659
C3 -1.8826 -0.6713 -1.6300
C4 -1.2101 -0.5756 -0.2649
H1 1.0633 -0.5552 1.4897
H2 1.6347 1.5544 2.3375
H3 0.1619 0.9456 -0.7744
H4 -1.7800 0.0898 0.3884
H5 -1.1270 -2.5114 -0.1869
H6 3.4698 1.1437 1.3051
H7 -1.2730 -1.1994 -2.3596
H8 -2.8207 -1.2261 -1.5359
H9 -2.0905 0.3500 -1.9622
H10 1.1209 2.2318 0.7206
H11 0.9676 -0.5392 -0.7833

Properties
charge = 0
ΔE to the lowest compared entry with this formula, charge and spin = 1.4177 eV
gap between HOMO and LUMO = 10.25 eV
M = 105.14 g mol⁻¹
E_LUMO = 0.92 eV
SMILES string = C[C@@H](O)CNCO
E_tot = -364.2161 a.u.


[3]
Formula: C5H6BrN
Source: the OMol25 dataset
Level of theory: wB97M-V/def2-TZVPD

CARTESIAN COORDINATES (ANGSTROEM)
Br1 2.9724 -0.4484 -0.0567
N1 -1.0788 2.5489 -0.4316
C1 -0.4741 1.8047 0.1867
C2 1.1519 0.1055 -0.3785
C3 0.1435 -0.6213 0.3832
C4 -1.1212 -0.9875 -0.3576
C5 0.3875 0.8329 0.7395
H1 0.8388 0.9063 1.7357
H2 0.9485 0.3880 -1.4520
H3 -1.3976 -0.3265 -1.0839
H4 0.3672 -1.2410 1.1754
H5 -0.8691 -1.8618 -0.8024
H6 -1.8690 -1.0997 0.3422

Properties
charge = 0
ΔE to the lowest compared entry with this formula, charge and spin = 0.2194 eV
gap between HOMO and LUMO = 10.94 eV
M = 160.01 g mol⁻¹
E_LUMO = 0.76 eV
SMILES string = C[C@H]1[C@H](Br)[C@H]1C#N
E_tot = -2822.8301 a.u.


[4]
Formula: H4O2
Source: the OMol25 dataset
Level of theory: wB97M-V/def2-TZVPD

CARTESIAN COORDINATES (ANGSTROEM)
O1 -0.5583 -0.0095 1.2948
O2 0.4119 0.0940 -1.1620
H1 0.1594 -0.0960 1.9100
H2 0.1620 -0.7720 -1.5900
H3 1.0608 0.4343 -1.7615
H4 -0.2107 -0.2416 0.3798

Properties
charge = 0
ΔE to the lowest compared entry with this formula, charge and spin = 0.2850 eV
gap between HOMO and LUMO = 11.13 eV
M = 36.03 g mol⁻¹
E_LUMO = 0.54 eV
SMILES string = O.O
E_tot = -152.8645 a.u.


[5]
Formula: C5H10N2O
Source: the OMol25 dataset
Level of theory: wB97M-V/def2-TZVPD

CARTESIAN COORDINATES (ANGSTROEM)
O1 1.4741 -0.5156 1.8271
N1 -0.0893 0.7751 0.2876
N2 0.5388 1.6089 -1.9354
C1 -0.2208 -1.7764 0.6631
C2 -1.5221 0.9647 0.2580
C3 0.7339 -0.5950 0.6671
C4 1.4879 -0.2934 -0.5811
C5 0.6786 0.7584 -0.8720
H1 0.9390 1.3029 -2.8063
H2 -1.9318 0.7082 1.2355
H3 -0.7641 -1.8238 -0.2765
H4 -1.7456 2.0189 0.0752
H5 2.4675 -0.5982 -0.8860
H6 -2.0356 0.3606 -0.5051
H7 -0.3277 2.1160 -2.0122
H8 0.3590 -2.6916 0.7847
H9 -0.9342 -1.7051 1.4858
H10 0.8923 -0.6145 2.5904

Properties
charge = 0
ΔE to the lowest compared entry with this formula, charge and spin = 2.0794 eV
gap between HOMO and LUMO = 8.26 eV
M = 114.15 g mol⁻¹
E_LUMO = 0.88 eV
E_tot = -381.2090 a.u.